No. 1
DFT (ωB97M-V/def2-TZVPD) results for a 3-piece molecular cluster, C6H14O4 overall at a distorted geometry.

HOMO level ... -10.006 eV
Electronic energy ... -14638.6158 eV
ΔE to the lowest compared entry with this formula, charge and spin ... 1.356 eV
Total charge ... 0
HOMO-LUMO gap ... 10.370 eV
Structure (SMILES) ... C=CCCCC(=O)O.O.O

The geometry in XYZ format:
```
24
Properties=species:S:1:pos:R:3:mulliken_charge:R:1
C 2.88 0.38 0.79 -0.96
C 2.03 -0.11 1.68 -0.13
C 0.63 0.47 1.77 -0.87
C -0.35 -0.23 0.86 -0.30
C -1.81 0.30 0.95 -0.60
C -2.10 1.26 -0.14 0.43
O -2.47 2.40 -0.02 -0.56
O -2.07 0.72 -1.41 -0.43
H 3.87 -0.07 0.72 0.32
H 2.67 1.10 0.02 0.31
H 2.26 -0.94 2.33 0.32
H 0.68 1.56 1.67 0.37
H 0.23 0.49 2.79 0.42
H -0.29 -1.29 1.12 0.33
H -0.02 -0.21 -0.18 0.32
H -1.96 0.61 1.98 0.38
H -2.44 -0.58 0.78 0.35
H -2.26 1.47 -1.99 0.31
O 0.14 -2.26 -1.95 -0.63
H -0.68 -1.80 -2.14 0.29
H -0.04 -3.03 -1.40 0.31
O 2.76 -1.81 -1.32 -0.72
H 2.25 -1.37 -0.62 0.40
H 2.11 -2.03 -2.00 0.35
```


No. 2
DFT (ωB97M-V/def2-TZVPD) results for C6H14O4Rh as an isolated structure at a distorted geometry.

HOMO level (spin up / spin down) ... -4.648 / -8.617 eV
Electronic energy ... -17637.4218 eV
ΔE to the lowest compared entry with this formula, charge and spin ... 0.000 eV
Total charge ... 0
HOMO-LUMO gap (spin up / spin down) ... 5.002 / 5.841 eV
Multiplicity ... 6

The geometry in XYZ format:
```
25
Properties=species:S:1:pos:R:3:mulliken_charge:R:1
C 2.69 -0.73 -0.95 -0.67
O 1.55 -1.44 -0.57 -0.31
C 1.41 -1.56 0.85 -0.37
C 0.03 -2.07 1.16 -0.45
O -0.88 -0.95 1.37 -0.48
C -1.55 -0.45 0.17 -0.68
C -1.50 1.06 0.20 -0.24
O -0.14 1.46 0.35 -0.11
C 0.09 2.84 0.14 -0.80
Rh 0.86 0.33 1.82 -0.08
H 2.72 -0.69 -2.05 0.23
H 2.66 0.31 -0.56 0.19
H 3.62 -1.20 -0.59 0.30
H 2.16 -2.29 1.22 0.59
H 0.04 -2.62 2.11 0.29
H -0.41 -2.72 0.39 0.31
H -2.61 -0.77 0.22 0.33
H -0.99 -0.80 -0.70 0.35
H -2.10 1.47 1.03 0.37
H -1.90 1.46 -0.75 0.39
H 1.15 3.03 0.32 0.25
H -0.16 3.10 -0.90 0.28
H -0.52 3.44 0.83 0.32
O -3.35 -0.18 -2.15 -0.34
H -2.88 -0.02 -2.98 0.32
```


No. 3
DFT (ωB97M-V/def2-TZVPD) results for a 2-piece molecular cluster, C6H14OS2 overall.

HOMO level ... -8.154 eV
Electronic energy ... -30166.0730 eV
ΔE to the lowest compared entry with this formula, charge and spin ... 1.264 eV
Total charge ... 0
HOMO-LUMO gap ... 8.911 eV
Structure (SMILES) ... CSC=C(C)C.CSO

The geometry in XYZ format:
```
23
Properties=species:S:1:pos:R:3:mulliken_charge:R:1
C 0.83 -2.89 -0.63 -0.88
S 0.44 -1.44 0.38 -0.10
C 1.08 -0.19 -0.69 -0.49
C 1.46 1.02 -0.28 0.99
C 1.95 2.05 -1.25 -1.32
C 1.39 1.44 1.15 -1.43
H 1.91 -3.00 -0.72 0.31
H 0.37 -2.78 -1.61 0.27
H 0.41 -3.76 -0.12 0.37
H 1.11 -0.48 -1.73 0.25
H 1.36 2.97 -1.14 0.32
H 2.99 2.29 -1.05 0.33
H 1.86 1.70 -2.28 0.36
H 2.18 2.16 1.38 0.37
H 1.50 0.58 1.81 0.43
H 0.43 1.91 1.37 0.29
C -4.23 -0.07 1.05 -0.71
S -3.36 0.68 -0.36 0.02
O -2.47 -0.61 -0.87 -0.44
H -4.83 -0.90 0.70 0.26
H -4.86 0.71 1.46 0.30
H -3.51 -0.40 1.79 0.22
H -1.63 -0.68 -0.37 0.28
```


No. 4
DFT (ωB97M-V/def2-TZVPD) results for an isolated ion of composition C6H14P and charge +1 at a distorted geometry.

HOMO level (spin up / spin down) ... -11.455 / -15.809 eV
Electronic energy ... -15726.7465 eV
ΔE to the lowest compared entry with this formula, charge and spin ... 0.658 eV
Total charge ... +1
HOMO-LUMO gap (spin up / spin down) ... 8.744 / 9.988 eV
Multiplicity ... 3

The geometry in XYZ format:
```
21
Properties=species:S:1:pos:R:3:mulliken_charge:R:1
C -2.10 1.18 -0.06 -1.35
C -1.12 -0.11 0.01 0.58
C -1.96 -1.38 0.00 -1.06
C 1.48 -1.31 0.75 -1.06
C 1.13 0.29 -1.67 -1.18
C 1.12 1.60 0.87 -1.05
P 0.60 0.07 0.05 1.10
H -1.76 2.14 -0.49 0.31
H -3.10 1.05 0.17 0.39
H -1.42 -2.16 -0.73 0.26
H -3.06 -1.25 -0.24 0.41
H -1.94 -1.74 1.07 0.31
H 2.60 -1.07 0.53 0.32
H 0.99 -2.26 0.42 0.35
H 1.36 -1.56 1.88 0.37
H 0.44 0.94 -2.13 0.43
H 0.99 -0.69 -2.20 0.38
H 2.17 0.71 -1.58 0.41
H 1.20 1.42 2.05 0.36
H 0.23 2.36 0.78 0.33
H 2.19 1.77 0.53 0.39
```


No. 5
DFT (ωB97M-V/def2-TZVPD) results for a 2-piece molecular cluster, C6H14Si overall at a distorted geometry.

HOMO level ... -8.348 eV
Electronic energy ... -14322.3183 eV
ΔE to the lowest compared entry with this formula, charge and spin ... 4.253 eV
Total charge ... 0
HOMO-LUMO gap ... 7.724 eV

The geometry in XYZ format:
```
21
Properties=species:S:1:pos:R:3:mulliken_charge:R:1
C -2.30 1.10 0.60 -0.31
C -1.84 2.17 -0.06 0.00
C -2.79 -0.27 0.16 -1.01
C -1.63 3.41 0.77 -1.10
C 2.97 -3.02 -0.45 -1.00
C 3.06 -1.47 -0.15 -0.50
Si 1.41 -0.50 -0.03 0.12
H -2.37 1.07 1.60 0.34
H -2.45 -1.02 0.97 0.25
H -3.88 -0.36 -0.05 0.31
H -2.39 -0.40 -0.87 0.24
H -1.93 4.34 0.16 0.32
H -2.32 3.51 1.57 0.35
H -0.62 3.35 1.06 0.24
H 2.38 -3.46 0.34 0.28
H 2.49 -3.04 -1.48 0.28
H 3.89 -3.64 -0.40 0.32
H 3.71 -1.05 -1.09 0.27
H 3.67 -1.20 0.80 0.32
H 0.71 -1.50 -0.84 -0.10
H -1.64 2.27 -1.10 0.38
```


No. 6
DFT (ωB97M-V/def2-TZVPD) results for C6H15BCsF4NO2 as an isolated structure at a distorted geometry.

HOMO level ... -9.503 eV
Electronic energy ... -24146.7343 eV
ΔE to the lowest compared entry with this formula, charge and spin ... 4.642 eV
Total charge ... 0
HOMO-LUMO gap ... 9.467 eV

The geometry in XYZ format:
```
30
Properties=species:S:1:pos:R:3:mulliken_charge:R:1
Cs 2.12 -1.28 -0.71 1.17
B 2.03 -3.89 0.11 0.58
F 3.33 -3.51 0.37 -0.34
F 2.12 -5.18 -0.32 -0.38
F 1.13 -3.77 1.18 -0.40
F 1.46 -3.37 -1.00 -0.51
C -0.72 -3.28 -0.43 -1.10
O -0.07 -2.05 -0.08 -0.08
C -0.82 -1.24 0.86 -0.31
C 0.06 0.04 1.06 -1.35
N 0.25 0.82 -0.21 0.04
C 0.81 2.08 0.08 -0.98
C -0.31 3.13 0.16 -0.51
O -0.65 3.47 -1.12 -0.30
C -1.59 4.51 -1.18 -0.84
H -0.55 -3.99 0.38 0.34
H -0.41 -3.72 -1.38 0.23
H -1.79 -3.09 -0.50 0.43
H -0.96 -1.77 1.81 0.34
H -1.79 -1.02 0.43 0.40
H 1.05 -0.31 1.35 0.49
H -0.48 0.66 1.78 0.44
H -0.54 1.04 -0.80 0.16
H 1.62 2.33 -0.60 0.36
H 1.31 2.13 1.04 0.43
H 0.18 3.88 0.79 0.39
H -1.23 2.88 0.69 0.35
H -1.32 5.43 -0.66 0.33
H -2.60 4.25 -0.89 0.32
H -1.64 4.84 -2.21 0.28
```


No. 7
DFT (ωB97M-V/def2-TZVPD) results for C6H15BF4N2O7P2Pt as an isolated structure at a distorted geometry.

HOMO level ... -9.625 eV
Electronic energy ... -57159.4694 eV
Total charge ... 0
HOMO-LUMO gap ... 8.124 eV

The geometry in XYZ format:
```
38
Properties=species:S:1:pos:R:3:mulliken_charge:R:1
Pt 0.13 0.60 -0.21 1.50
O -2.23 3.57 -1.38 -0.54
P -1.89 2.14 -2.04 0.94
O -2.93 1.74 -2.97 -0.70
O -1.64 1.19 -0.82 -0.74
O -0.46 2.45 -2.67 -0.14
P 0.92 1.56 -2.67 0.93
O 1.19 1.37 -4.22 -0.50
O 1.95 2.34 -1.96 -0.69
O 0.54 0.15 -2.20 -0.70
H -3.04 3.90 -1.80 0.34
H 1.54 2.18 -4.63 0.34
C 0.41 4.55 1.86 -0.81
C 0.06 3.50 0.78 -0.58
N 0.35 2.16 1.31 0.03
C -0.44 1.97 2.55 -0.38
C 0.09 2.89 3.65 -0.63
N 1.06 3.85 3.01 -0.06
C 2.28 3.10 2.55 -0.74
C 1.82 2.08 1.50 -0.51
H -0.47 5.06 2.25 0.28
H 1.12 5.29 1.49 0.37
H 0.65 3.64 -0.13 0.39
H -0.99 3.56 0.52 0.51
H -0.40 0.94 2.87 0.19
H -1.47 2.21 2.29 0.45
H 0.65 2.33 4.40 0.39
H -0.69 3.48 4.13 0.35
H 1.35 4.53 3.71 0.28
H 2.72 2.61 3.41 0.38
H 2.97 3.84 2.14 0.34
H 2.09 1.08 1.82 0.27
H 2.26 2.29 0.52 0.61
F 2.05 0.13 3.77 -0.40
B 1.31 -1.00 3.30 0.23
F 2.12 -2.09 3.20 -0.31
F 0.21 -1.17 4.12 -0.34
F 0.80 -0.64 1.97 -0.30
```


No. 8
DFT (ωB97M-V/def2-TZVPD) results for C6H15BiClI2N2O2P as an isolated structure at a distorted geometry.

HOMO level (spin up / spin down) ... -15.552 / -15.349 eV
Electronic energy ... -57376.4234 eV
ΔE to the lowest compared entry with this formula, charge and spin ... 1.567 eV
Total charge ... +2
HOMO-LUMO gap (spin up / spin down) ... 4.197 / 6.340 eV

The geometry in XYZ format:
```
30
Properties=species:S:1:pos:R:3:mulliken_charge:R:1
I 5.11 0.79 -1.54 0.04
I 2.68 -2.33 -1.25 0.07
Bi 0.44 -1.21 0.04 1.20
P -0.62 -0.22 -2.36 0.59
C 0.55 -0.13 -3.71 -1.07
C -1.89 -1.37 -3.02 -1.17
H -2.30 1.34 -1.72 0.36
H -2.05 1.36 -3.48 0.41
H -0.85 2.13 -2.39 0.43
C -1.55 1.31 -2.51 -1.09
H -2.70 -1.48 -2.29 0.39
H -2.29 -0.96 -3.97 0.42
H 0.04 -0.16 -4.67 0.38
H 1.23 -0.97 -3.62 0.31
H -1.38 -2.33 -3.18 0.38
H 1.11 0.79 -3.62 0.38
C 1.15 1.20 -0.51 0.20
O 1.73 2.18 -0.32 -0.08
Cl -2.13 -0.92 0.45 -0.38
C -1.21 -0.57 4.18 -0.54
N 0.08 0.07 4.37 -0.19
C 1.03 0.24 3.42 0.57
N 2.14 0.90 3.83 -0.39
O 0.92 -0.14 2.23 -0.50
H -1.49 -0.58 3.12 0.05
H -1.98 -0.02 4.76 0.32
H -1.17 -1.61 4.53 0.30
H 0.32 0.33 5.31 0.21
H 2.86 1.12 3.15 0.22
H 2.21 1.24 4.79 0.19
```


No. 9
DFT (ωB97M-V/def2-TZVPD) results for C6H15BrMnNO2 as an isolated structure at a distorted geometry.

HOMO level (spin up / spin down) ... -10.402 / -10.410 eV
Electronic energy ... -113402.9814 eV
ΔE to the lowest compared entry with this formula, charge and spin ... 0.611 eV
Total charge ... +1
HOMO-LUMO gap (spin up / spin down) ... 2.645 / 2.638 eV
Multiplicity ... 6

The geometry in XYZ format:
```
26
Properties=species:S:1:pos:R:3:mulliken_charge:R:1
Mn 2.89 3.56 -4.84 0.95
Br 2.30 1.85 -3.20 0.05
C -2.34 -0.11 -2.43 -0.62
O -1.19 -0.88 -2.72 -0.43
C -0.06 -0.66 -1.85 -0.01
C -0.26 -1.34 -0.51 -0.69
N -1.16 -0.67 0.47 -0.24
C -0.64 0.63 0.96 -0.75
C 0.12 0.55 2.26 -0.53
O 1.39 -0.05 2.00 -0.23
C 2.10 -0.27 3.22 -0.76
H -3.05 -0.25 -3.25 0.27
H -2.11 0.96 -2.39 0.23
H -2.80 -0.41 -1.49 0.26
H 0.14 0.41 -1.75 -0.14
H 0.71 -1.15 -2.45 0.44
H 0.76 -1.46 -0.10 0.29
H -0.64 -2.35 -0.66 0.44
H -1.28 -1.38 1.18 0.26
H -1.57 1.18 1.13 0.34
H -0.10 1.23 0.24 0.27
H -0.43 -0.02 3.01 0.38
H 0.31 1.57 2.65 0.39
H 3.05 -0.69 2.89 0.22
H 1.55 -0.93 3.88 0.32
H 2.32 0.67 3.73 0.30
```


No. 10
DFT (ωB97M-V/def2-TZVPD) results for C6H15ClLi2NO4P as an isolated structure at a distorted geometry.

HOMO level ... 0.773 eV
Electronic energy ... -38356.8104 eV
ΔE to the lowest compared entry with this formula, charge and spin ... 3.567 eV
Total charge ... -2
HOMO-LUMO gap ... 4.094 eV

The geometry in XYZ format:
```
30
Properties=species:S:1:pos:R:3:mulliken_charge:R:1
Li -1.88 1.91 -1.07 0.74
Li -0.77 0.29 -0.57 1.11
P -0.35 1.57 -1.67 0.24
O -0.28 0.08 -1.99 -0.64
O -1.50 2.32 -2.46 -0.88
O 0.72 2.50 -2.26 -0.96
O -0.74 1.68 -0.18 -0.78
Cl -2.45 0.15 -0.87 -0.82
C 2.40 -0.21 0.55 -1.56
C 1.07 0.26 -0.12 -1.13
N -0.15 -0.43 0.32 1.01
C -0.30 -1.88 0.12 -0.63
C 0.23 -2.34 -1.24 -1.12
C -0.53 -0.06 1.64 -0.67
C -0.95 1.39 2.05 -1.29
H 2.55 -1.25 0.26 0.21
H 2.38 -0.06 1.63 0.32
H 3.30 0.36 0.34 0.43
H 0.91 1.34 -0.11 0.52
H 1.19 0.16 -1.20 0.79
H 0.27 -2.44 0.86 0.34
H -1.35 -2.12 0.25 0.34
H 0.06 -3.40 -1.45 0.43
H -0.35 -1.90 -2.05 0.24
H 1.28 -2.11 -1.42 0.21
H 0.14 -0.50 2.38 0.41
H -1.46 -0.61 1.78 0.28
H -1.37 1.36 3.05 0.42
H -1.83 1.75 1.51 0.17
H -0.22 2.18 1.90 0.28
```


No. 11
DFT (ωB97M-V/def2-TZVPD) results for C6H15CsN as an isolated structure at a distorted geometry.

HOMO level (spin up / spin down) ... -3.250 / -9.166 eV
Electronic energy ... -8500.9014 eV
ΔE to the lowest compared entry with this formula, charge and spin ... 0.000 eV
Total charge ... 0
HOMO-LUMO gap (spin up / spin down) ... 3.442 / 9.378 eV
Multiplicity ... 2

The geometry in XYZ format:
```
23
Properties=species:S:1:pos:R:3:mulliken_charge:R:1
Cs -2.49 -2.60 0.84 0.06
C 0.67 -0.79 2.22 -1.11
C 1.07 -0.14 0.92 -0.46
N 0.04 0.02 -0.05 0.13
C -0.92 1.01 0.41 -0.49
C -2.23 1.05 -0.42 -1.15
C 0.62 0.39 -1.34 -0.25
C 1.40 -0.72 -1.99 -1.27
H 1.59 -1.08 2.72 0.43
H 0.09 -1.70 2.05 0.05
H 0.17 -0.08 2.87 0.32
H 1.60 0.80 1.08 0.36
H 1.78 -0.87 0.54 0.23
H -1.22 0.78 1.43 0.34
H -0.39 1.96 0.42 0.33
H -2.11 1.51 -1.40 0.32
H -2.43 0.02 -0.69 0.24
H -3.09 1.48 0.10 0.31
H 1.26 1.25 -1.15 0.29
H -0.27 0.62 -1.93 0.29
H 1.64 -0.36 -2.99 0.42
H 0.88 -1.66 -2.17 0.25
H 2.34 -0.92 -1.48 0.35
```


No. 12
DFT (ωB97M-V/def2-TZVPD) results for a 3-piece molecular cluster, C6H15F3NO4S2 overall at a distorted geometry.

HOMO level ... -3.823 eV
Electronic energy ... -45964.6860 eV
Total charge ... -1
HOMO-LUMO gap ... 6.258 eV

The geometry in XYZ format:
```
31
Properties=species:S:1:pos:R:3:mulliken_charge:R:1
O -0.93 2.92 0.75 -0.38
O 0.29 2.37 0.37 -0.12
C 1.20 2.42 1.52 -0.57
N 2.37 1.56 1.32 -0.53
C 3.06 1.35 2.55 0.74
F 3.56 2.58 3.08 -0.33
F 4.20 0.52 2.38 -0.30
F 2.28 0.66 3.55 -0.34
H -0.74 3.54 1.50 0.34
H 0.61 2.07 2.45 0.35
H 1.50 3.52 1.63 0.20
C 3.32 -1.12 -1.97 -0.92
S 2.50 -2.22 -0.81 0.52
O 2.32 -3.55 -1.49 -0.69
C 0.91 -1.37 -0.85 -0.72
H 4.34 -1.48 -2.13 0.32
H 2.78 -1.11 -2.92 0.30
H 3.36 -0.11 -1.55 0.32
H 0.53 -1.35 -1.87 0.31
H 1.04 -0.36 -0.46 0.23
H 0.21 -1.91 -0.21 0.29
C -4.63 -1.73 -1.43 -1.00
S -2.96 -1.12 -1.15 0.56
O -2.23 -2.14 -0.35 -0.59
C -3.44 0.21 -0.03 -0.75
H -4.57 -2.60 -2.09 0.32
H -5.08 -2.03 -0.48 0.30
H -5.23 -0.96 -1.91 0.35
H -3.96 -0.20 0.83 0.32
H -4.08 0.92 -0.55 0.35
H -2.53 0.72 0.31 0.14
```


Which of these has the lowest total charge?
C6H15ClLi2NO4P